Record 1
Density functional theory data (the ωB97M-V functional and the def2-TZVPD basis) for a 8-piece molecular cluster, C20H58N2O8 overall.

Positions of all 88 atoms, in Å:
C  8.395  0.526  -0.611
O  7.167  0.089  -0.082
C  6.620  1.065  0.801
C  5.312  0.489  1.333
C  4.191  0.611  0.324
N  4.866  1.069  2.623
H  8.791  -0.265  -1.247
H  9.133  0.804  0.146
H  8.272  1.384  -1.286
H  7.286  1.327  1.629
H  6.365  1.907  0.144
H  5.380  -0.589  1.536
H  3.234  0.191  0.647
H  4.454  0.012  -0.557
H  3.985  1.621  -0.038
H  5.642  1.283  3.239
H  4.274  0.393  3.083
C  0.420  2.842  0.948
O  -0.479  3.672  0.234
C  -1.639  4.063  0.921
C  -2.849  3.199  0.544
C  -3.703  3.729  -0.604
N  -3.708  2.985  1.730
H  1.166  2.564  0.202
H  -0.107  1.925  1.239
H  0.870  3.355  1.802
H  -1.511  4.017  2.008
H  -1.909  5.094  0.674
H  -2.462  2.225  0.215
H  -4.314  4.623  -0.476
H  -4.371  2.922  -0.918
H  -3.061  3.966  -1.460
H  -4.438  2.329  1.442
H  -3.229  2.382  2.408
C  -0.884  -0.382  -1.096
C  0.635  -0.598  -0.914
O  0.809  -0.841  0.469
H  -1.300  -0.569  -2.092
H  -1.139  0.637  -0.811
H  -1.409  -1.131  -0.497
H  1.052  0.371  -1.190
H  0.983  -1.392  -1.576
H  0.820  -1.811  0.623
C  -3.191  -1.994  2.285
C  -3.415  -0.527  1.957
O  -3.075  0.260  3.086
H  -2.133  -2.215  2.425
H  -3.525  -2.655  1.473
H  -3.775  -2.329  3.142
H  -4.419  -0.286  1.606
H  -2.796  -0.197  1.110
H  -2.130  0.169  3.304
C  -0.654  -1.083  -5.302
C  -0.140  -2.404  -5.821
O  0.293  -2.287  -7.172
H  -0.876  -1.048  -4.234
H  -1.610  -0.779  -5.751
H  -0.029  -0.235  -5.591
H  -0.928  -3.161  -5.708
H  0.745  -2.780  -5.306
H  -0.431  -1.983  -7.728
C  -0.353  -5.391  0.978
C  0.313  -4.417  0.045
O  1.245  -3.540  0.693
H  0.404  -5.923  1.564
H  -1.037  -6.045  0.445
H  -0.881  -4.899  1.803
H  -0.432  -3.861  -0.529
H  0.898  -4.923  -0.732
H  2.093  -3.982  0.763
C  -4.947  -0.312  -1.703
C  -4.160  0.069  -2.989
O  -3.762  -1.123  -3.631
H  -4.360  -1.021  -1.125
H  -5.872  -0.734  -2.097
H  -5.207  0.548  -1.083
H  -3.289  0.631  -2.647
H  -4.806  0.735  -3.563
H  -4.313  -1.315  -4.392
C  -0.008  1.676  4.596
C  0.709  0.732  3.621
O  -0.270  0.069  2.859
H  -0.674  2.319  4.029
H  0.785  2.228  5.108
H  -0.507  1.082  5.359
H  1.317  0.025  4.212
H  1.463  1.243  3.007
H  0.125  -0.429  2.124

Its HOMO energy is -0.3251 Eh. As for the charge: 0. The gap between HOMO and LUMO comes out at 9.12 eV. Its energy relative to the best compared isomer or geometry (same formula, charge and spin) is 0.8939 eV. Its total energy is -41037.6549 eV.

Here are the Mulliken charges for atoms 1 to 8, given in e:
1 C -0.756
2 O -0.317
3 C -0.602
4 C 0.638
5 C -1.128
6 N -0.720
7 H 0.252
8 H 0.303

***

Record 2
Density functional theory data (the ωB97M-V functional and the def2-TZVPD basis) for a 2-piece molecular cluster, CH6NO overall.

Positions of all 9 atoms, in Å:
O  2.307  0.342  -0.489
H  1.383  0.286  -0.783
C  -1.529  -0.746  0.060
N  -0.782  0.495  0.572
H  -1.678  -1.367  0.903
H  -1.015  -1.194  -0.787
H  -2.501  -0.400  -0.286
H  -0.190  0.846  -0.183
H  -0.011  -0.094  0.921

Its HOMO energy (alpha / beta) is -0.3876 / -0.3874 Eh. As for the charge: 0. The gap between HOMO and LUMO (alpha / beta) comes out at 11.32 / 8.19 eV. Its spin multiplicity is 2. Its energy relative to the best compared isomer or geometry (same formula, charge and spin) is 1.7272 eV. Its total energy is -4668.3755 eV.

Here are the natural (NBO) charges for atoms 1 to 8, given in e:
1 O -0.400
2 H 0.394
3 C -0.428
4 N -0.779
5 H 0.198
6 H 0.176
7 H 0.193
8 H 0.311

***

Record 3
Density functional theory data (the ωB97M-V functional and the def2-TZVPD basis) for an isolated molecule of CH5BrSi.

Positions of all 8 atoms, in Å:
C  -0.296  -0.158  1.005
Si  0.340  0.286  -0.712
Br  -0.028  -1.453  -2.045
H  0.098  -1.126  1.316
H  0.007  0.580  1.743
H  -1.382  -0.226  1.029
H  1.769  0.549  -0.762
H  -0.509  1.547  -1.575

Its HOMO energy is -0.3767 Eh. As for the charge: 0. The gap between HOMO and LUMO comes out at 11.19 eV. Its energy relative to the best compared isomer or geometry (same formula, charge and spin) is 0.1106 eV. Its total energy is -79038.8513 eV.

Atomic charges from the natural (NBO) analysis, expressed in e, are listed below:
1 C -1.109
2 Si 1.006
3 Br -0.332
4 H 0.253
5 H 0.245
6 H 0.252
7 H -0.171
8 H -0.144

***

Record 4
Density functional theory data (the ωB97M-V functional and the def2-TZVPD basis) for a 14-piece molecular cluster, H28O14 overall.

Positions of all 42 atoms, in Å:
O  -3.437  -0.179  0.398
H  -3.251  -0.067  1.330
H  -2.582  -0.339  0.000
O  1.025  2.419  0.664
H  1.602  3.117  0.975
H  1.427  1.613  0.988
O  -0.928  3.765  -0.703
H  -0.664  4.679  -0.810
H  -0.177  3.347  -0.282
O  1.409  0.979  -2.413
H  1.767  1.645  -1.826
H  0.547  1.315  -2.660
O  -0.284  -3.794  0.907
H  -0.235  -3.287  0.097
H  -0.832  -4.547  0.686
O  2.252  -1.855  2.575
H  2.253  -0.998  2.148
H  1.326  -2.084  2.651
O  -1.711  1.488  -1.867
H  -1.690  2.181  -1.208
H  -1.218  1.845  -2.606
O  -0.851  2.716  2.577
H  -0.375  2.412  1.804
H  -0.180  2.802  3.254
O  2.573  0.338  1.512
H  3.011  0.134  0.686
H  3.282  0.587  2.105
O  -0.448  -2.391  -2.238
H  0.078  -2.720  -2.968
H  0.091  -1.706  -1.843
O  -2.783  -1.213  -2.411
H  -2.648  -0.266  -2.388
H  -1.902  -1.583  -2.341
O  -0.607  -0.226  0.177
H  0.287  -0.478  -0.054
H  -0.812  0.500  -0.413
O  1.833  -1.435  -1.018
H  2.475  -2.144  -1.058
H  2.306  -0.666  -1.335
O  -0.583  -1.838  2.666
H  -0.532  -2.740  2.348
H  -0.816  -1.324  1.893

Its HOMO energy is -0.3625 Eh. As for the charge: 0. The gap between HOMO and LUMO comes out at 8.92 eV. Its energy relative to the best compared isomer or geometry (same formula, charge and spin) is 1.8652 eV. Its total energy is -29119.7866 eV.

Here are the natural (NBO) charges for atoms 1 to 8, given in e:
1 O -0.945
2 H 0.463
3 H 0.477
4 O -0.992
5 H 0.484
6 H 0.517
7 O -0.975
8 H 0.484

***

Record 5
Density functional theory data (the ωB97M-V functional and the def2-TZVPD basis) for C2EuF5O3S as an isolated structure.

Positions of all 12 atoms, in Å:
O  -2.347  0.012  -0.531
S  -1.073  0.605  -0.652
O  -0.799  1.552  0.522
O  -0.669  1.351  -1.811
C  0.186  -0.776  -0.495
F  -0.473  -1.895  -0.780
F  1.137  -0.551  -1.404
C  0.874  -0.927  0.888
F  1.840  -1.821  0.803
F  -0.011  -1.294  1.809
F  1.436  0.247  1.258
Eu  -0.102  3.499  0.392

Its HOMO energy (alpha / beta) is -0.5395 / -0.5523 Eh. As for the charge: +1. The gap between HOMO and LUMO (alpha / beta) comes out at 8.76 / 9.27 eV. Its spin multiplicity is 8. Its total energy is -51960.8473 eV.

Here are the Mulliken charges for atoms 1 to 8, given in e:
1 O -0.550
2 S 1.300
3 O -0.741
4 O -0.684
5 C 0.565
6 F -0.212
7 F -0.229
8 C 0.604

***

Record 6
Density functional theory data (the ωB97M-V functional and the def2-TZVPD basis) for a 2-piece molecular cluster, C23H28N3O overall.

Positions of all 55 atoms, in Å:
C  -2.108  2.776  3.782
C  -0.616  2.732  3.526
N  -0.194  1.330  3.380
C  1.068  1.083  3.003
C  1.523  -0.165  2.546
C  2.824  -0.492  2.160
C  3.077  -1.833  1.701
C  4.321  -2.504  1.861
C  4.524  -3.807  1.412
C  3.483  -4.515  0.799
C  2.240  -3.889  0.623
C  2.045  -2.579  1.041
C  -1.195  0.268  3.524
C  -2.199  0.553  4.640
O  -2.429  1.933  4.897
H  -2.409  3.779  4.115
H  -2.643  2.475  2.860
H  -0.364  3.289  2.613
H  -0.079  3.191  4.372
H  1.754  1.938  3.032
H  0.770  -0.957  2.483
H  3.576  0.319  2.052
H  5.133  -1.960  2.340
H  5.502  -4.270  1.552
H  3.636  -5.540  0.458
H  1.415  -4.427  0.152
H  1.089  -2.086  0.847
H  -1.764  0.149  2.584
H  -0.693  -0.674  3.759
H  -3.173  0.102  4.379
H  -1.848  0.111  5.586
C  5.517  0.730  -2.778
C  5.966  1.907  -2.162
C  5.981  2.009  -0.768
C  5.573  0.917  0.020
C  5.796  0.945  1.496
N  5.006  0.326  2.361
C  5.531  0.153  3.708
C  6.328  1.345  4.213
C  7.410  1.733  3.236
N  6.911  1.599  1.877
C  5.108  -0.249  -0.601
C  5.090  -0.349  -1.994
H  5.504  0.651  -3.866
H  6.312  2.745  -2.767
H  6.311  2.937  -0.296
H  4.693  -0.073  4.373
H  6.211  -0.719  3.717
H  5.652  2.190  4.369
H  6.788  1.097  5.173
H  7.729  2.770  3.386
H  8.292  1.088  3.358
H  7.497  1.987  1.149
H  4.791  -1.086  0.020
H  4.752  -1.275  -2.464

Its HOMO energy is -0.4121 Eh. As for the charge: +1. The gap between HOMO and LUMO comes out at 7.20 eV. Its energy relative to the best compared isomer or geometry (same formula, charge and spin) is 2.1901 eV. Its total energy is -30814.7033 eV.

Here are the natural (NBO) charges for atoms 1 to 8, given in e:
1 C -0.088
2 C -0.247
3 N -0.315
4 C 0.213
5 C -0.326
6 C 0.009
7 C -0.067
8 C -0.194